# 1
A molecular structure, C10H10BiBrF5OTe in a non-equilibrium geometry. Source: the Open Molecules 2025 dataset; level of theory: ωB97M-V/def2-TZVPD.

Structure (XYZ):
```
29
Properties=species:S:1:pos:R:3:forces:R:3:mulliken_charge:R:1
C -2.29619 -0.85291 0.20844 -0.822 0.973 0.807 -0.575
C -2.07132 -1.36638 1.55093 -0.775 1.326 -0.770 -0.586
C -2.13312 -0.24472 2.47060 -1.617 0.878 -1.202 -0.345
H -1.86677 -2.39817 1.81937 -0.078 0.265 -0.022 0.447
C -2.33590 0.97174 1.68893 -1.157 -1.818 0.569 -0.572
C -2.40976 0.59686 0.29071 -0.890 -1.700 0.537 -0.459
H -2.49354 1.28037 -0.54903 -0.048 -0.205 0.179 0.444
H -2.26533 -1.43871 -0.71007 0.096 0.284 0.377 0.454
H -1.96167 -0.28622 3.54001 0.011 0.032 -0.208 0.645
H -2.33774 1.98195 2.08444 0.026 -0.275 -0.054 0.428
Bi -0.16069 0.10594 1.14366 2.082 0.690 0.736 1.227
Br 0.94496 -0.90857 -0.90223 1.926 -1.600 -2.991 -0.537
C 2.46759 0.69032 -3.86452 -1.720 2.220 -0.687 -0.383
C 1.36254 1.48411 -4.30017 2.983 -0.947 1.231 -0.368
C 0.36570 0.60369 -4.82398 0.405 -2.770 -0.066 -0.365
H 1.29373 2.56176 -4.24661 0.033 -0.085 0.038 0.395
C 0.85532 -0.73399 -4.71257 -0.436 1.401 -0.179 -0.394
C 2.15439 -0.68106 -4.11887 -1.195 0.125 -0.515 -0.458
H 2.79033 -1.52831 -3.90552 -0.065 0.054 0.031 0.413
H 3.38230 1.06088 -3.42354 -0.131 -0.029 0.009 0.361
H -0.58967 0.89845 -5.23645 0.051 -0.051 0.040 0.400
H 0.33637 -1.62965 -5.02560 0.041 0.111 0.085 0.367
F -0.75303 0.13156 5.34797 -0.024 0.022 -0.106 -0.524
Te 1.00281 0.00787 4.43514 0.164 0.431 -0.321 1.835
F 0.40943 -1.72719 3.53393 -0.092 0.304 -0.326 -0.565
F 1.56794 1.63129 5.31722 0.070 -0.042 0.105 -0.482
F 2.76177 -0.17721 3.55205 -0.227 0.011 0.152 -0.492
F 1.63058 -1.10042 5.95523 0.050 0.173 -0.064 -0.497
O 0.34895 1.06671 2.88054 1.338 0.221 2.614 -0.814
```
Positions in Å, forces in eV/Å.

Calculated values
gap between HOMO and LUMO (alpha / beta)	7.306 / 4.566	eV
spin multiplicity	1
HOMO (alpha / beta)	-5.312 / -4.254	eV
charge	-1
maximum force	0.0759	hartree/bohr

# 2
A molecular structure, C10H10BrClPd in a non-equilibrium geometry. Source: the Open Molecules 2025 dataset; level of theory: ωB97M-V/def2-TZVPD.

Structure (XYZ):
```
23
Properties=species:S:1:pos:R:3:forces:R:3:lowdin_spin:R:1
C 0.86475 -1.58185 2.40172 0.456 -1.795 -0.072 0.155
C 0.92575 -1.96088 1.01824 0.489 -2.954 0.099 0.104
C -0.37633 -1.78041 0.43570 0.002 -1.494 -0.946 0.118
H 1.81710 -2.33583 0.52420 -0.335 0.157 0.034 0.006
C -1.20967 -1.21333 1.43180 -1.908 -0.791 0.974 0.129
C -0.43322 -1.11827 2.63472 -1.794 -0.785 1.521 0.165
H -0.76323 -0.77395 3.61147 -0.111 0.212 -0.441 0.011
H 1.62817 -1.72890 3.15510 0.078 0.345 -0.270 0.013
H -0.58642 -1.82191 -0.63549 -0.051 -0.123 0.471 0.009
H -2.21752 -0.79581 1.29058 0.698 -0.357 0.080 0.007
Pd 0.42591 -0.02152 1.03688 2.180 7.382 -1.611 1.060
Cl -0.98643 2.02282 1.76682 0.150 0.142 0.489 0.085
C -0.10326 2.35623 -1.33434 -0.024 -1.127 -0.966 0.001
C -1.33090 1.68906 -1.61324 0.828 -0.245 -1.001 0.000
C -1.02102 0.42967 -2.23951 0.177 1.088 -0.112 0.001
H -2.31583 2.15565 -1.57726 0.138 -0.285 0.329 0.000
C 0.39775 0.32823 -2.34644 -0.259 0.845 0.564 0.019
C 0.97088 1.51228 -1.76320 -1.331 -0.076 -0.276 0.017
H 2.02606 1.72044 -1.64429 -0.218 -0.058 -0.054 0.001
H -0.00449 3.35349 -0.93012 0.020 -0.109 0.259 0.000
H -1.75018 -0.20260 -2.75123 0.135 -0.056 0.289 0.000
H 0.95816 -0.48081 -2.80688 -0.050 -0.013 0.155 0.001
Br 3.08397 0.24819 0.33478 0.729 0.098 0.485 0.099
```
Positions in Å, forces in eV/Å.

Calculated values
gap between HOMO and LUMO (alpha / beta)	5.372 / 5.233	eV
spin multiplicity	3
HOMO (alpha / beta)	0.502 / 0.532	eV
charge	-2
maximum force	0.1529	hartree/bohr
<S²>	2.006

# 3
A single C10H10BrN molecule in a non-equilibrium geometry. Source: the Open Molecules 2025 dataset; level of theory: ωB97M-V/def2-TZVPD.

Structure (XYZ):
```
22
Properties=species:S:1:pos:R:3:forces:R:3:lowdin_spin:R:1
C 2.37601 -1.03134 1.34024 1.044 1.068 1.849 0.077
C 2.24734 0.33318 1.50069 0.572 1.797 0.226 0.216
C 1.49904 -1.76819 0.73504 -1.409 -1.480 -2.360 0.099
C 1.21140 0.96468 0.86474 0.193 2.342 0.079 0.015
C 0.46217 -1.17031 -0.02559 -2.996 -3.754 -1.989 0.189
C 0.34501 0.21987 0.11545 -2.478 2.733 -1.476 0.164
C -0.50259 -1.96772 -0.83270 6.095 -0.935 3.228 0.238
C -1.59265 -1.35510 -1.29824 -3.078 4.148 -0.726 0.390
C -1.89246 0.04390 -0.90987 2.705 -0.984 -0.604 0.075
C -0.97353 2.28967 -0.66211 1.430 1.395 1.170 0.014
N -0.71402 0.84759 -0.62399 -0.543 -0.835 1.248 0.174
Br -3.20323 -0.10728 0.77904 0.143 0.225 0.173 0.294
H 3.12000 -1.45621 1.91266 1.760 -1.215 0.853 0.000
H 2.99142 0.85328 2.10001 -0.313 0.109 -0.174 0.014
H 1.65260 -2.80386 0.62859 -0.038 -1.219 0.090 0.002
H 1.08252 2.08724 0.87307 0.281 -1.613 0.361 -0.004
H -0.26940 -3.06586 -1.01557 -0.404 1.661 0.392 0.008
H -2.30932 -1.81034 -1.90385 -1.082 -0.808 -0.677 0.019
H -2.43471 0.71774 -1.51805 -1.303 -0.343 -0.853 0.003
H -1.30557 2.66772 -1.63160 0.372 -0.650 -0.406 0.004
H -1.81592 2.67847 -0.00941 1.135 -0.873 0.043 0.007
H 0.02590 2.83287 -0.41855 -2.088 -0.768 -0.447 0.000
```
Positions in Å, forces in eV/Å.

Calculated values
gap between HOMO and LUMO (alpha / beta)	5.637 / 5.849	eV
spin multiplicity	3
HOMO (alpha / beta)	-4.865 / -8.682	eV
maximum force	0.1354	hartree/bohr
<S²>	2.024